This record from OMol25 describes a molecular structure, C36H49GeN6O3ScSi3 in a non-equilibrium geometry. The level of theory is the ωB97M-V functional and the def2-TZVPD basis.

Output
Net charge ... +1
⟨S²⟩ ... 0.77
Energy above the lowest of the compared OMol25 structures with the same formula, charge and spin ... 0.0000 eV
Spin multiplicity ... 2
Gap between HOMO and LUMO (spin up / spin down) ... 5.833 / 6.447 eV
HOMO energy (spin up / spin down) ... -0.3570 / -0.3804 Ha
Lowest unoccupied orbital energy (spin up / spin down) ... -0.1426 / -0.1435 Eh

Atoms and positions in Å:
Sc  -18.6810  9.1600  7.8621
O  -19.9425  4.8830  10.1381
C  -19.6622  4.5295  8.8587
C  -20.1273  3.2798  8.4157
C  -19.8498  2.8560  7.1209
C  -19.1603  3.6854  6.2367
C  -18.7293  4.9351  6.6603
C  -18.9380  5.3653  7.9739
C  -18.4305  6.6406  8.3851
O  -17.8590  7.4040  7.4601
N  -18.5534  7.0266  9.6406
N  -18.0447  8.3533  9.7972
C  -18.6742  9.1700  10.7004
C  -18.7363  10.5224  10.3758
C  -19.3559  11.4790  11.2239
C  -19.4282  12.8044  10.8295
C  -18.8946  13.1717  9.5770
C  -18.3496  12.1989  8.7599
N  -18.2845  10.8894  9.1194
H  -19.4912  5.7741  10.2152
H  -20.6710  2.6596  9.1151
H  -20.1844  1.8861  6.7819
H  -18.9487  3.3592  5.2295
H  -18.2209  5.5955  5.9782
H  -19.3216  8.7813  11.4741
H  -19.7119  11.1470  12.1872
H  -19.8796  13.5423  11.4727
H  -18.9187  14.1931  9.2399
H  -17.9321  12.4651  7.7865
C  -21.0461  10.4070  4.2208
C  -19.9298  10.0772  5.1533
N  -20.1977  9.5690  6.3880
N  -21.4832  9.4336  6.7448
C  -21.5685  9.0342  7.9890
O  -20.4970  8.7521  8.7159
C  -22.8576  9.0032  8.6409
C  -24.0168  9.2358  7.8789
C  -25.2474  9.3322  8.5216
C  -25.3349  9.2029  9.9055
C  -24.1921  8.9347  10.6532
C  -22.9496  8.8472  10.0200
C  -18.5651  10.2931  4.9099
C  -18.0527  10.5656  3.6194
C  -16.6918  10.8339  3.4537
C  -15.8662  10.8469  4.5992
C  -16.4247  10.5657  5.8308
N  -17.7284  10.2409  6.0114
H  -21.8236  10.9107  4.8010
H  -21.4921  9.5057  3.8136
H  -20.6966  11.0514  3.4226
H  -23.9364  9.3669  6.8105
H  -26.1341  9.5355  7.9389
H  -26.2966  9.2871  10.3995
H  -24.2413  8.8199  11.7291
H  -22.0746  8.6466  10.6204
H  -18.7305  10.5525  2.7843
H  -16.2843  10.9993  2.4697
H  -14.8062  11.0735  4.5612
H  -15.7915  10.5653  6.7208
C  -17.3018  6.6804  12.6425
Si  -16.0423  6.2737  11.2678
C  -14.3393  6.0388  12.0919
C  -16.4544  4.6049  10.4465
Ge  -15.9995  8.2164  9.6556
Si  -14.4713  7.4037  7.7621
C  -12.8344  7.2797  8.7362
C  -14.9992  5.6889  7.1425
C  -14.0370  8.4713  6.2381
Si  -15.1645  10.3101  10.7291
C  -13.5520  9.7692  11.5786
C  -14.7795  11.5355  9.3242
C  -16.1667  11.1611  12.0969
H  -17.1521  5.9959  13.4710
H  -18.3197  6.5735  12.2724
H  -17.1947  7.6947  13.0091
H  -14.4875  5.3939  12.9572
H  -13.8947  6.9676  12.4490
H  -13.6486  5.5461  11.4094
H  -17.0885  4.0340  11.1234
H  -15.5401  4.0508  10.2453
H  -16.9721  4.7099  9.4934
H  -12.9559  6.8480  9.7287
H  -12.3893  8.2703  8.8639
H  -12.1303  6.6535  8.1865
H  -14.8995  4.9320  7.9161
H  -14.3768  5.4146  6.2957
H  -16.0315  5.6805  6.8021
H  -13.7981  9.5014  6.4868
H  -14.8323  8.4947  5.4946
H  -13.1521  8.0172  5.7771
H  -12.9407  9.0963  10.9869
H  -13.7700  9.2857  12.5260
H  -12.9561  10.6601  11.7913
H  -14.0450  11.1165  8.6308
H  -14.3602  12.4573  9.7276
H  -15.6665  11.8028  8.7608
H  -16.7488  10.4641  12.7017
H  -16.8515  11.9088  11.7247
H  -15.4678  11.6746  12.7559

Mulliken population analysis, charges in e, atoms 1 to 6: Sc -0.535; O -0.730; C 0.434; C -0.669; C -0.480; C -1.172